[1]
The following is a quantum chemistry calculation of a structure of composition C24H25BrF5IrN4O4Te, from OMol25.

Charge: +3
Gap between HOMO and LUMO (spin up / spin down): 7.99 / 4.88 eV
⟨S²⟩: 8.789
Relative energy (zero: lowest compared OMol25 entry of this formula, charge and spin): 6.9 kcal per mole
Multiplicity: 6

Element x y z (Å)
H (-7.42, -4.07, -3.24)
C (1.82, 0.67, 3.96)
C (1.09, 0.94, 7.26)
F (1.52, 4.67, -4.18)
C (-5.32, -1.47, -2.62)
H (3.80, 2.48, 3.45)
H (-2.47, -4.91, -3.04)
C (2.30, -2.86, -2.81)
C (1.42, 1.03, 1.53)
H (-0.71, 0.58, 6.09)
C (3.57, -0.32, -2.48)
C (1.57, -4.02, -3.06)
Te (0.15, 3.66, -3.52)
H (0.78, 0.27, 8.06)
Br (2.43, -5.57, -3.54)
C (0.15, -4.04, -2.99)
H (3.80, -0.64, -3.50)
C (3.47, 2.82, 1.35)
N (-2.81, -1.84, -2.50)
H (2.07, 3.68, 4.55)
F (1.01, 2.03, -4.04)
C (-6.48, -2.18, -2.83)
C (0.17, -1.72, -2.30)
O (2.15, -0.52, -2.24)
H (-2.45, -0.92, -2.32)
C (1.11, 3.68, 5.07)
C (-2.02, -2.91, -2.65)
H (2.17, 0.86, 7.14)
H (-0.34, -4.96, -3.25)
C (-4.14, -2.21, -2.66)
C (-4.14, -3.58, -2.90)
C (-5.31, -4.30, -3.12)
H (0.60, 4.62, 4.85)
C (1.61, -1.72, -2.45)
N (-2.80, -3.97, -2.88)
H (1.28, 3.63, 6.15)
H (-5.33, -0.41, -2.44)
C (0.19, 2.54, 4.59)
C (3.19, 2.25, 2.58)
H (0.04, 2.64, 3.51)
O (0.89, 3.29, -1.86)
F (-0.64, 3.65, -5.16)
N (1.70, 1.57, 0.34)
H (3.37, -2.87, -2.91)
F (-0.81, 5.12, -3.01)
O (-0.42, -0.67, -1.90)
H (0.61, 0.31, 1.56)
H (-7.43, -1.66, -2.82)
H (0.62, -0.59, 5.79)
C (2.12, 1.37, 2.67)
C (0.37, 0.45, 5.98)
H (4.14, -0.87, -1.74)
H (0.81, 1.95, 7.52)
H (3.73, 0.75, -2.39)
C (-6.47, -3.57, -3.08)
Ir (0.57, 1.24, -1.71)
H (4.28, 3.53, 1.23)
H (2.84, 2.93, -0.71)
N (0.76, 1.23, 4.83)
C (2.69, 2.47, 0.26)
H (-5.30, -5.36, -3.31)
C (-0.55, -2.92, -2.63)
H (-0.76, 2.58, 5.10)
O (2.36, -0.32, 4.34)
F (-1.23, 2.48, -2.98)

=====

[2]
The following is a quantum chemistry calculation of the molecule C5H6O, from OMol25.

Gap between HOMO and LUMO: 10.18 eV
Relative energy (zero: lowest compared OMol25 entry of this formula, charge and spin): 77.7 kcal per mole
SMILES string: CC#CCC=O

Element x y z (Å)
C (-1.74, -0.21, 0.98)
C (1.38, 0.08, -0.08)
H (-2.03, 0.51, 0.20)
C (-0.54, -0.89, 0.59)
H (1.54, -0.28, -2.25)
C (1.15, 0.47, -1.53)
H (0.98, 0.91, 0.53)
C (0.55, -1.18, 0.12)
H (-2.51, -0.98, 1.07)
H (2.42, -0.09, 0.16)
H (-1.62, 0.32, 1.93)
O (0.53, 1.45, -1.86)

=====

[3]
The following is a quantum chemistry calculation of a cluster of 11 separate species, C29H62Cl2F6N9O11S2 in total, from OMol25.

Charge: +3
Gap between HOMO and LUMO: 6.29 eV

Element x y z (Å)
C (-0.15, -6.02, 1.88)
H (-1.77, 6.26, -3.67)
H (-1.16, 5.15, -4.86)
F (-2.46, -1.66, 4.24)
H (1.98, -1.98, -2.68)
N (1.99, -1.05, 1.32)
O (0.61, -1.30, 4.85)
C (-7.18, -1.75, 5.37)
H (-4.75, -1.89, 0.09)
H (1.81, 0.94, 1.83)
H (1.82, -2.86, 0.19)
C (-1.64, -0.88, 3.53)
C (0.50, -1.11, -0.29)
C (-3.46, 3.20, -3.63)
H (-6.69, 0.42, 5.40)
C (-0.20, -1.73, -5.31)
O (0.72, 6.47, -2.96)
Cl (-2.72, -1.33, -2.19)
H (-4.14, -3.01, 1.30)
H (1.70, -7.07, 2.22)
O (-0.60, 3.38, -3.34)
N (0.43, -1.44, -3.97)
H (-0.26, -1.80, -3.30)
H (-1.51, -0.09, -5.59)
H (-0.23, -1.30, -1.06)
H (3.49, 6.69, -2.63)
H (0.25, 7.44, -0.15)
H (-4.87, 4.84, -3.72)
O (-0.90, 0.23, 5.83)
H (2.70, -1.83, 3.15)
C (-6.26, -0.56, 5.19)
H (0.74, -6.85, 3.55)
H (1.94, -2.88, -4.36)
H (-0.92, 3.24, 0.51)
C (-1.91, 5.93, -4.70)
H (2.21, 4.60, -2.01)
C (-0.13, 2.49, 0.57)
H (-6.44, 1.37, 3.13)
H (-0.92, -0.77, -7.11)
C (5.93, -4.34, 1.73)
C (-0.65, -0.54, -6.08)
H (-1.63, 6.67, -5.45)
H (-1.50, 0.86, 0.54)
C (5.44, -5.15, 0.58)
C (1.81, -1.99, -3.75)
H (8.43, -1.97, 1.62)
H (4.25, 5.73, -1.34)
H (8.49, -3.48, 0.68)
H (-2.45, 3.09, -4.03)
C (1.48, -1.84, 0.29)
C (1.40, 0.13, 1.25)
O (0.30, 0.89, 3.81)
H (-7.82, -1.88, 4.49)
H (-0.44, -6.89, 1.30)
C (-5.23, 0.12, 1.79)
N (-5.67, -0.50, 3.84)
H (-5.42, -0.67, 5.88)
O (2.67, -4.70, 2.62)
C (3.39, 6.34, -1.60)
O (-0.34, -2.85, -5.64)
H (3.75, -2.08, 1.73)
S (0.66, 2.69, -3.52)
H (-4.20, 2.59, -4.13)
O (5.82, -4.60, 2.88)
C (-3.26, 5.36, -4.94)
N (1.07, -6.42, 2.68)
N (2.17, 5.48, -1.44)
N (-3.86, 4.66, -3.70)
F (1.27, 4.38, -5.43)
C (1.26, -4.65, 4.49)
H (-0.59, 1.16, -1.06)
S (-0.28, -0.18, 4.61)
C (0.90, 6.17, -1.83)
C (-4.10, -1.99, 0.96)
O (0.61, 1.24, -3.39)
C (8.08, -3.00, 1.56)
H (0.00, 5.74, 0.11)
N (0.49, 0.14, 0.29)
H (-7.86, -1.54, 6.20)
H (-3.55, 5.17, -2.87)
H (3.67, -0.53, 2.52)
C (-5.82, 0.52, 2.93)
C (-0.57, 1.12, 0.03)
C (1.80, -5.20, 3.24)
H (6.16, -2.58, 0.62)
H (0.54, -0.41, -3.94)
C (1.11, 3.07, -5.28)
H (-4.75, -2.44, 3.66)
H (-0.95, -5.68, 2.52)
C (0.01, 6.51, -0.66)
F (2.24, 2.47, -5.61)
H (1.03, -5.29, 5.35)
H (8.39, -3.52, 2.47)
F (-2.38, 0.10, 2.99)
H (-1.01, 6.56, -1.02)
N (6.60, -3.02, 1.43)
H (2.09, 5.22, -0.46)
Cl (6.41, -0.20, 2.98)
H (-3.13, -1.58, 0.71)
H (0.29, -4.13, 4.44)
C (3.07, -1.39, 2.23)
H (6.24, -2.29, 2.10)
F (-1.16, -1.63, 2.51)
F (0.10, 2.70, -6.06)
H (0.76, 2.81, 0.03)
H (-6.73, -2.70, 5.66)
H (1.98, -3.92, 4.87)
H (0.17, -5.21, 1.23)
H (3.35, 7.20, -0.94)
H (-5.32, 0.54, 0.80)
N (-4.79, -1.16, 1.97)
H (4.36, -5.25, 0.51)
H (5.88, -4.73, -0.32)
H (0.15, 0.21, -6.10)
H (-3.45, 2.97, -2.57)
C (-5.05, -1.50, 3.22)
H (5.83, -6.15, 0.80)
H (0.08, 2.37, 1.64)
O (-3.87, 5.28, -5.94)
H (2.48, -1.28, -4.24)
O (1.74, 3.26, -2.71)